Record 1
Molecular formula: C5H14NO2
Method: DFT, ωB97M-V/def2-TZVPD

Each atom is followed by the atoms it is bonded to, with distances in Å.
Cartesian coordinates (Å):
1 C 1.416 -1.636 0.880  N2 1.460, H8 1.088, H9 1.102, H10 1.101
2 N 0.421 -1.331 -0.143  C1 1.460, C3 1.454, C5 1.517
3 C 0.866 -1.877 -1.415  N2 1.454, H11 1.099, H12 1.090, H13 1.092
4 C 1.269 1.047 0.039  C5 1.514, H14 1.077, H15 1.102, H16 1.088
5 C 0.106 0.143 -0.311  N2 1.517, C4 1.514, C6 1.536, H17 1.081
6 C -1.149 0.504 0.499  C5 1.536, O7 1.381, H18 1.088, H19 1.108
7 O -1.992 1.345 -0.200  C6 1.381
8 H 1.033 -1.261 1.827  C1 1.088
9 H 2.438 -1.297 0.644  C1 1.102
10 H 1.557 -2.727 0.914  C1 1.101
11 H 1.624 -1.262 -1.920  C3 1.099
12 H 1.230 -2.899 -1.312  C3 1.090
13 H 0.038 -1.924 -2.127  C3 1.092
14 H 2.086 0.894 -0.646  C4 1.077
15 H 0.913 2.089 0.001  C4 1.102
16 H 1.538 0.962 1.090  C4 1.088
17 H -0.291 0.236 -1.312  C5 1.081
18 H -1.635 -0.440 0.735  C6 1.088
19 H -0.802 0.926 1.462  C6 1.108
20 H -2.823 2.377 0.270  O22 1.086
21 H -4.353 2.903 0.656  O22 0.964
22 O -3.491 3.227 0.370  H20 1.086, H21 0.964

Calculated values
total charge = -2
LUMO level (alpha / beta) = 6.37 / 6.35 eV
energy relative to the best compared isomer or geometry (same formula, charge and spin) = 15.07 kcal per mole
multiplicity = 2
HOMO (alpha / beta) = 3.8 / -0.8 eV
E_tot = -403.978202 hartree
orbital gap (alpha / beta) = 2.539 / 7.133 eV

Record 2
Molecular formula: C5H14NO2
Method: DFT, ωB97M-V/def2-TZVPD

Each atom is followed by the atoms it is bonded to, with distances in Å.
Cartesian coordinates (Å):
1 C -0.085 -0.149 2.485  O2 1.471, H5 1.193, H6 1.181, H7 1.189
2 O 1.362 -0.341 2.671  C1 1.471, C3 1.473
3 C 1.875 -1.501 1.923  O2 1.473, N4 1.543, H8 1.172, H9 1.181
4 N 2.335 -0.953 0.556  C3 1.543, H10 1.045, H11 1.058, H12 1.044
5 H -0.320 0.555 1.550  C1 1.193
6 H -0.691 -1.147 2.309  C1 1.181
7 H -0.494 0.311 3.502  C1 1.189
8 H 1.078 -2.339 1.733  C3 1.172
9 H 2.772 -1.939 2.554  C3 1.181
10 H 2.687 -1.704 -0.079  N4 1.045
11 H 3.036 -0.178 0.727  N4 1.058
12 H 1.484 -0.525 0.128  N4 1.044
13 C -1.086 1.754 -2.969  C14 1.505, H17 1.095, H18 1.093, H19 1.093
14 C -0.961 0.887 -1.744  C13 1.505, O15 1.230, C16 1.505
15 O 0.132 0.679 -1.219  C14 1.230
16 C -2.223 0.286 -1.188  C14 1.505, H20 1.093, H21 1.093, H22 1.095
17 H -0.095 2.119 -3.258  C13 1.095
18 H -1.499 1.171 -3.796  C13 1.093
19 H -1.726 2.613 -2.752  C13 1.093
20 H -2.687 -0.363 -1.935  C16 1.093
21 H -2.914 1.079 -0.892  C16 1.093
22 H -1.980 -0.315 -0.305  C16 1.095

Calculated values
total charge = +1
LUMO level = -3.27 eV
energy relative to the best compared isomer or geometry (same formula, charge and spin) = 55.45 kcal per mole
HOMO = -13.3 eV
E_tot = -403.852987 hartree
orbital gap = 10.054 eV

Record 3
Molecular formula: C5H14NO2S
Method: DFT, ωB97M-V/def2-TZVPD

Each atom is followed by the atoms it is bonded to, with distances in Å.
Cartesian coordinates (Å):
1 C 0.207 -1.359 1.733  N2 1.472, H9 1.093, H10 1.070, H11 1.095
2 N 0.793 -0.911 0.459  C1 1.472, C3 1.492, H12 1.012
3 C -0.034 0.179 -0.133  N2 1.492, C4 1.616, C7 1.559, H13 1.082
4 C 0.587 0.332 -1.617  C3 1.616, C5 1.561, H14 1.101, H15 1.099
5 C 0.249 -1.023 -2.314  C4 1.561, S6 1.895, H16 1.091, H17 1.090
6 S 1.221 -1.215 -3.929  C5 1.895, H18 1.358
7 C 0.028 1.604 0.497  C3 1.559, O8 1.339, H19 1.129, H20 1.137
8 O -0.477 1.587 1.737  C7 1.339
9 H 0.423 -2.424 1.845  C1 1.093
10 H -0.853 -1.213 1.757  C1 1.070
11 H 0.740 -0.878 2.559  C1 1.095
12 H 1.721 -0.519 0.561  N2 1.012
13 H -1.051 -0.188 -0.174  C3 1.082
14 H 0.179 1.162 -2.214  C4 1.101
15 H 1.659 0.494 -1.436  C4 1.099
16 H -0.799 -1.145 -2.590  C5 1.091
17 H 0.499 -1.819 -1.612  C5 1.090
18 H 2.361 -0.650 -3.454  S6 1.358
19 H -0.520 2.260 -0.242  C7 1.129
20 H 1.101 1.972 0.433  C7 1.137
21 H -2.408 1.518 2.047  O23 0.989
22 H -2.532 0.861 3.343  O23 0.970
23 O -3.094 1.376 2.744  H21 0.989, H22 0.970

Calculated values
total charge = -1
LUMO level = 2.95 eV
energy relative to the best compared isomer or geometry (same formula, charge and spin) = 18.44 kcal per mole
HOMO = -3.1 eV
E_tot = -802.314124 hartree
orbital gap = 6.038 eV

Record 4
Molecular formula: C5H14NS
Method: DFT, ωB97M-V/def2-TZVPD

Each atom is followed by the atoms it is bonded to, with distances in Å.
Cartesian coordinates (Å):
1 C 1.736 -2.022 0.008  N2 1.490, H4 1.120, H5 1.110, H6 1.083
2 N 1.313 -1.061 -1.050  C1 1.490, C3 1.522, H7 1.039
3 C 2.524 -0.317 -1.594  N2 1.522, H8 1.102, H9 1.100, H10 1.101
4 H 2.387 -2.817 -0.438  C1 1.120
5 H 2.318 -1.504 0.798  C1 1.110
6 H 0.894 -2.498 0.496  C1 1.083
7 H 0.754 -0.346 -0.546  N2 1.039
8 H 3.058 0.356 -0.905  C3 1.102
9 H 2.173 0.276 -2.451  C3 1.100
10 H 3.241 -1.051 -1.993  C3 1.101
11 C -2.372 1.728 -0.199  C12 1.534, H15 1.109, H16 1.110, H17 1.093
12 C -2.265 0.434 0.618  C11 1.534, C13 1.534, H18 1.104, H19 1.099
13 C -1.223 0.641 1.725  C12 1.534, S14 1.830, H20 1.111, H21 1.103
14 S 0.405 1.116 1.036  C13 1.830
15 H -2.824 2.539 0.407  C11 1.109
16 H -2.993 1.615 -1.112  C11 1.110
17 H -1.365 2.041 -0.487  C11 1.093
18 H -3.252 0.082 0.964  C12 1.104
19 H -1.831 -0.351 -0.017  C12 1.099
20 H -1.109 -0.289 2.322  C13 1.111
21 H -1.571 1.427 2.416  C13 1.103

Calculated values
total charge = 0
LUMO level (alpha / beta) = 0.89 / -2.16 eV
energy relative to the best compared isomer or geometry (same formula, charge and spin) = 15.95 kcal per mole
multiplicity = 2
HOMO (alpha / beta) = -8.8 / -8.7 eV
E_tot = -651.764699 hartree
orbital gap (alpha / beta) = 9.721 / 6.544 eV

Record 5
Molecular formula: C5H14NS
Method: DFT, ωB97M-V/def2-TZVPD

Each atom is followed by the atoms it is bonded to, with distances in Å.
Cartesian coordinates (Å):
1 C 0.118 2.570 -0.759  C2 1.529, H5 1.088, H6 1.092, H7 1.089
2 C 0.738 1.955 0.496  C1 1.529, S3 1.821, H8 1.091, H9 1.088
3 S 1.456 0.319 0.144  C2 1.821, C4 1.825
4 C 1.478 -0.378 1.830  S3 1.825, H10 1.086, H11 1.088, H12 1.085
5 H -0.158 3.599 -0.542  C1 1.088
6 H -0.780 2.041 -1.083  C1 1.092
7 H 0.821 2.570 -1.591  C1 1.089
8 H -0.007 1.849 1.287  C2 1.091
9 H 1.524 2.615 0.857  C2 1.088
10 H 2.101 0.256 2.455  C4 1.086
11 H 0.471 -0.429 2.239  C4 1.088
12 H 1.919 -1.367 1.749  C4 1.085
13 C -1.334 -2.250 -0.673  C14 1.318, N15 1.476, H16 1.079
14 C -0.300 -2.659 -1.382  C13 1.318, H17 1.081, H18 1.082
15 N -1.519 -0.814 -0.392  C13 1.476, H19 1.076, H20 1.018, H21 1.027
16 H -2.145 -2.856 -0.299  C13 1.079
17 H -0.184 -3.710 -1.606  C14 1.081
18 H 0.439 -1.984 -1.790  C14 1.082
19 H -0.569 -0.366 -0.154  N15 1.076
20 H -1.926 -0.331 -1.191  N15 1.018
21 H -2.141 -0.629 0.404  N15 1.027

Calculated values
total charge = +1
LUMO level = -3.32 eV
energy relative to the best compared isomer or geometry (same formula, charge and spin) = 23.86 kcal per mole
HOMO = -12.9 eV
E_tot = -651.574494 hartree
orbital gap = 9.589 eV

Record 6
Molecular formula: C5H14O
Method: DFT, ωB97M-V/def2-TZVPD

Each atom is followed by the atoms it is bonded to, with distances in Å.
Cartesian coordinates (Å):
1 C -1.003 1.915 -1.149  C2 1.513, H5 1.085, H6 1.102, H7 1.085
2 C -1.184 0.810 -0.131  C1 1.513, C3 1.524, O4 1.445, H8 1.102
3 C -1.208 1.342 1.297  C2 1.524, H9 1.089, H10 1.090, H11 1.097
4 O -2.424 0.107 -0.370  C2 1.445, H12 0.941
5 H -1.892 2.538 -1.153  C1 1.085
6 H -0.857 1.565 -2.184  C1 1.102
7 H -0.121 2.535 -1.030  C1 1.085
8 H -0.422 0.033 -0.298  C2 1.102
9 H -2.138 1.836 1.577  C3 1.089
10 H -1.023 0.519 1.988  C3 1.090
11 H -0.373 2.041 1.431  C3 1.097
12 H -2.605 -0.305 0.455  O4 0.941
13 C 1.708 -1.891 0.674  C14 1.540, H15 1.091, H16 1.089, H17 1.099
14 C 2.035 -1.876 -0.830  C13 1.540, H18 1.093, H19 1.087, H20 1.093
15 H 0.858 -2.492 1.001  C13 1.091
16 H 2.595 -2.226 1.209  C13 1.089
17 H 1.492 -0.863 0.999  C13 1.099
18 H 2.849 -1.165 -0.990  C14 1.093
19 H 1.264 -1.545 -1.521  C14 1.087
20 H 2.447 -2.879 -0.976  C14 1.093

Calculated values
SMILES string = CC(C)O.CC
total charge = 0
LUMO level = 0.93 eV
energy relative to the best compared isomer or geometry (same formula, charge and spin) = 17.12 kcal per mole
HOMO = -10.2 eV
E_tot = -274.114771 hartree
orbital gap = 11.135 eV

Computed maximum force (eV/A) in order:
1.9; 3.3; 3.4; 1.5; 0.7; 1.5